Record 1
Formula: C15H21N3O2S
Source: OMol25
Level of theory: the ωB97M-V functional and the def2-TZVPD basis

## Properties
SMILES: CCOC(=O)N1CCN(C(=S)Nc2cccc(C)c2)CC1
Maximum force, hartree/bohr: 0.0150
Frontier orbital gap, eV: 8.60
E_tot, eV: -35297.447

Structure (ORCA input):
```
! RIJCOSX wB97M-V def2-TZVPD def2/J DEFGRID3
* xyz 0 1
C 6.48438 1.73696 -1.61905
C 5.24259 2.31697 -2.28013
O 4.09429 1.50186 -2.05039
C 3.48090 1.67369 -0.85931
O 3.79873 2.50772 -0.04323
N 2.47331 0.78626 -0.67245
C 1.95506 -0.09930 -1.69136
C 0.55867 0.37485 -2.10736
N -0.31401 0.46240 -0.95373
C -1.12513 -0.59075 -0.63712
S -1.12200 -1.98623 -1.52296
N -1.99120 -0.36424 0.39212
C -2.85570 -1.26355 1.02603
C -2.55375 -2.60897 1.19419
C -3.44307 -3.42481 1.86992
C -4.61769 -2.91578 2.39023
C -4.92171 -1.56570 2.24909
C -6.19474 -1.01455 2.81610
C -4.03266 -0.75138 1.56899
C 0.21092 1.38145 0.03842
C 1.61133 0.92157 0.47737
H 7.34816 2.34647 -1.86849
H 6.35680 1.73031 -0.53943
H 6.65412 0.71927 -1.96266
H 5.04707 3.32368 -1.89670
H 5.35025 2.34588 -3.36656
H 2.62949 -0.10791 -2.54440
H 1.87943 -1.11015 -1.27647
H 0.12320 -0.32153 -2.82405
H 0.62352 1.37152 -2.55464
H -2.21200 0.60581 0.57742
H -1.63844 -3.01523 0.79945
H -3.20851 -4.47136 1.99365
H -5.30452 -3.56356 2.91466
H -6.22011 0.06991 2.74429
H -7.05026 -1.41597 2.27357
H -6.30115 -1.29966 3.86139
H -4.25535 0.30154 1.45083
H -0.43204 1.43764 0.91572
H 0.27946 2.37532 -0.41585
H 2.06000 1.64957 1.15466
H 1.53235 -0.05000 0.97823
*
```

***

Record 2
Formula: C15H21N3O2S
Source: OMol25
Level of theory: the ωB97M-V functional and the def2-TZVPD basis

## Properties
SMILES: CCCOC[C@@H](O)CCc1n[nH]c(=S)n1-c1ccccc1
Maximum force, hartree/bohr: 0.0199
Frontier orbital gap, eV: 8.34
E_tot, eV: -35296.188

Structure (ORCA input):
```
! RIJCOSX wB97M-V def2-TZVPD def2/J DEFGRID3
* xyz 0 1
C -0.47887 3.76323 -2.87973
C 0.48700 3.69096 -1.70366
C 0.42976 2.32615 -1.01230
O 0.80035 1.25684 -1.87048
C 2.18007 1.03470 -2.00473
C 2.84090 0.18525 -0.89786
O 2.84775 0.93139 0.30394
C 2.20058 -1.19706 -0.70652
C 0.76898 -1.10693 -0.18099
C 0.22363 -2.43958 0.16439
N 0.69193 -3.57029 -0.25353
N -0.07853 -4.52382 0.32252
C -1.03637 -3.99411 1.12457
S -2.16294 -4.81417 1.98650
N -0.84186 -2.62975 1.01843
C -1.59562 -1.64291 1.68604
C -2.13590 -0.57769 0.97554
C -2.87085 0.38421 1.64374
C -3.07893 0.28134 3.00916
C -2.55024 -0.78923 3.71016
C -1.80481 -1.75238 3.05515
H -0.27258 2.95511 -3.57714
H -1.50574 3.66459 -2.53483
H -0.37869 4.71130 -3.40263
H 0.24303 4.45736 -0.96597
H 1.50394 3.87854 -2.05431
H -0.60212 2.10977 -0.71944
H 1.05975 2.32764 -0.11809
H 2.72503 1.98444 -2.06016
H 2.30458 0.50218 -2.95196
H 3.88251 0.02797 -1.23063
H 3.28507 0.41140 0.98752
H 2.80731 -1.77148 -0.00106
H 2.20816 -1.73103 -1.65544
H 0.73023 -0.46252 0.70214
H 0.15085 -0.64168 -0.95147
H 0.07907 -5.50220 0.15110
H -1.99644 -0.51328 -0.09240
H -3.29109 1.21175 1.09210
H -3.65872 1.03195 3.52461
H -2.71660 -0.87739 4.77291
H -1.39359 -2.59059 3.59483
*
```